Below is C2H4N2O2 in the gas phase at a distorted geometry, with properties calculated with ωB97M-V with the def2-TZVPD basis set.

The geometry in ORCA input format:
```
! wB97M-V def2-TZVPD RIJCOSX def2/J DEFGRID3
* xyz 0 1
O -0.29958 -0.71818 -2.28112
N -0.52664 0.12244 -1.46346
O -0.54729 1.29599 -1.65304
N -0.68463 -0.24233 -0.20710
C 0.52321 -0.77098 0.76800
C -0.11689 0.57337 0.84120
H 1.59756 -0.85717 0.50176
H 0.28719 -1.62462 1.34649
H -0.76001 0.91741 1.69738
H 0.52709 1.30408 0.44990
*
```

Values from the calculation:
Structure (SMILES): O=[N+]([O-])N1CC1
Highest occupied orbital energy, eV: -10.78
Orbital gap, eV: 11.10

=====

Below is C2H4N2O2 in the gas phase at a distorted geometry, with properties calculated with ωB97M-V with the def2-TZVPD basis set.

The geometry in ORCA input format:
```
! wB97M-V def2-TZVPD RIJCOSX def2/J DEFGRID3
* xyz 0 1
N 1.23708 -0.87910 0.26485
C -0.10214 -0.93135 0.45649
O -0.55913 -1.89537 1.05293
N -0.85474 0.15388 0.00223
C -0.53925 1.35022 -0.69613
O 0.57401 1.65756 -1.09259
H 1.63956 0.06821 0.17972
H 1.85709 -1.55298 0.41047
H -1.81774 0.01117 0.32445
H -1.43474 2.01776 -0.90242
*
```

Values from the calculation:
Structure (SMILES): NC(=O)NC=O
Highest occupied orbital energy, eV: -10.24
Orbital gap, eV: 10.93

=====

Below is a gas-phase ion, C2H4N2O2 (charge +1) at a distorted geometry, with properties calculated with ωB97M-V with the def2-TZVPD basis set.

The geometry in ORCA input format:
```
! wB97M-V def2-TZVPD RIJCOSX def2/J DEFGRID3
* xyz 1 2
O 1.00028 0.88651 -1.74700
C 1.29720 0.16120 -0.87850
N 0.77101 0.12812 0.42756
C -0.53177 -0.00025 0.82636
N -1.54187 0.14321 -0.02842
O -0.70523 -0.26511 2.04832
H 2.04537 -0.63886 -0.98484
H 1.40469 -0.24572 1.13320
H -1.35432 0.19250 -1.02735
H -2.38536 -0.36160 0.23066
*
```

Values from the calculation:
Expectation value of S²: 0.754
Highest occupied orbital energy (spin up / spin down), eV: -16.32 / -16.20
Orbital gap (spin up / spin down), eV: 11.67 / 6.21

=====

no.,calculated total energy (eV)
1,-9208.5043
2,-9214.5388
3,-9204.3707